Entry from the Open Molecules 2025 dataset: C4H4O2 as an isolated structure in a non-equilibrium geometry (the ωB97M-V functional and the def2-TZVPD basis).

ΔE to the lowest compared entry with this formula, charge and spin: 2.1275 eV
frontier orbital gap: 11.080 eV
lowest unoccupied orbital energy: 0.0350 Eh

ORCA input file:
```
! RIJCOSX wB97M-V def2-TZVPD def2/J DEFGRID3
* xyz 0 1
C 0.173 -0.013 1.492
C -0.392 0.603 -0.931
C -0.681 -0.452 0.050
C 0.694 -0.311 -0.462
O -0.050 0.080 2.638
O 1.282 0.143 0.786
H -0.512 0.463 -2.011
H -0.450 1.558 -0.573
H -1.352 -1.178 0.231
H 1.289 -0.894 -1.221
*
```



Entry from the Open Molecules 2025 dataset: the molecule CH3OP in a non-equilibrium geometry (the ωB97M-V functional and the def2-TZVPD basis).

ΔE to the lowest compared entry with this formula, charge and spin: 1.2483 eV
structure (SMILES): C1OP1
frontier orbital gap: 10.464 eV
lowest unoccupied orbital energy: 0.0276 Eh

ORCA input file:
```
! RIJCOSX wB97M-V def2-TZVPD def2/J DEFGRID3
* xyz 0 1
C 0.496 -0.171 -0.380
O -0.529 -1.080 0.171
P -1.110 0.517 -0.044
H 1.331 -0.002 0.238
H 0.795 -0.450 -1.303
H -0.983 1.185 1.320
*
```



Entry from the Open Molecules 2025 dataset: a 15-piece molecular cluster, H30O15 overall in a non-equilibrium geometry (the ωB97M-V functional and the def2-TZVPD basis).

ΔE to the lowest compared entry with this formula, charge and spin: 1.5219 eV
frontier orbital gap: 9.212 eV
lowest unoccupied orbital energy: -0.0323 Eh

ORCA input file:
```
! RIJCOSX wB97M-V def2-TZVPD def2/J DEFGRID3
* xyz 0 1
O 0.384 -23.494 -12.124
H -0.189 -23.338 -11.378
H 0.645 -22.598 -12.432
O 4.268 -23.113 -8.166
H 4.421 -23.672 -8.952
H 4.099 -22.195 -8.387
O 3.098 -23.976 -13.114
H 3.397 -23.236 -12.543
H 2.202 -24.057 -12.925
O -0.892 -20.176 -9.480
H -1.671 -20.566 -9.139
H -1.194 -19.360 -9.889
O 1.552 -22.402 -9.388
H 2.271 -22.729 -9.954
H 1.418 -21.508 -9.658
O 0.786 -24.649 -7.787
H 1.513 -24.544 -8.358
H 0.831 -23.916 -7.148
O 1.133 -19.445 -7.913
H 0.492 -19.801 -8.579
H 0.975 -19.778 -7.050
O 1.994 -25.289 -10.448
H 1.449 -24.603 -10.804
H 2.062 -25.807 -11.262
O 1.301 -22.309 -6.674
H 1.366 -22.090 -7.612
H 2.188 -22.123 -6.298
O 3.845 -20.460 -8.755
H 3.166 -19.883 -8.464
H 4.692 -19.995 -8.784
O 1.694 -21.198 -13.303
H 1.842 -20.740 -12.462
H 2.540 -21.071 -13.754
O 1.599 -20.117 -10.845
H 0.880 -19.522 -11.026
H 2.458 -19.687 -10.880
O -1.429 -21.173 -11.973
H -0.996 -20.885 -11.180
H -1.112 -20.525 -12.607
O -1.240 -23.666 -9.823
H -0.551 -23.839 -9.195
H -1.483 -24.501 -10.166
O 3.876 -22.433 -11.109
H 3.868 -21.520 -10.969
H 4.821 -22.541 -11.281
*
```



Entry from the Open Molecules 2025 dataset: C45H50Br2CdFN6O3S2 as an isolated structure (the ωB97M-V functional and the def2-TZVPD basis).

frontier orbital gap: 6.656 eV
lowest unoccupied orbital energy: 0.0849 Eh

ORCA input file:
```
! RIJCOSX wB97M-V def2-TZVPD def2/J DEFGRID3
* xyz -1 1
Cd 0.648 0.013 -0.104
C 1.954 -2.619 2.088
C 0.734 -2.840 2.978
C 0.755 -1.907 4.193
C -0.609 -2.837 2.251
C -1.226 -4.085 2.190
C -2.511 -4.244 1.710
C -3.201 -3.120 1.308
C -2.628 -1.846 1.308
C -3.599 -0.763 0.810
C -4.516 -0.287 1.950
C -3.033 0.429 0.038
C -1.287 -1.692 1.746
N -0.633 -0.430 1.626
C -0.984 0.561 2.497
C -1.553 0.333 3.772
C -1.917 1.362 4.624
C -1.770 2.693 4.251
C -1.228 2.963 2.999
C -0.835 1.926 2.191
F -0.325 2.254 0.976
H 2.869 -2.702 2.682
H 1.949 -1.625 1.659
H 1.987 -3.364 1.290
H 0.835 -3.854 3.369
H 0.841 -0.868 3.893
H 1.622 -2.141 4.819
H -0.146 -2.037 4.796
H -0.683 -4.953 2.552
H -2.972 -5.225 1.663
H -4.219 -3.227 0.947
H -4.247 -1.294 0.109
H -3.947 0.247 2.709
H -5.016 -1.136 2.425
H -5.283 0.390 1.557
H -2.665 1.212 0.699
H -3.831 0.876 -0.563
H -2.231 0.123 -0.631
H -1.708 -0.694 4.074
H -2.333 1.122 5.597
H -2.074 3.499 4.908
H -1.107 3.977 2.634
C 4.120 -2.042 -0.681
C 2.957 -2.861 -1.155
C 3.165 -4.204 -1.530
C 2.119 -4.967 -1.945
C 0.829 -4.405 -2.026
C -0.312 -5.111 -2.462
Br -0.179 -6.937 -3.005
C -1.527 -4.501 -2.534
C -1.654 -3.157 -2.176
Br -3.355 -2.351 -2.387
C -0.591 -2.352 -1.729
O -0.743 -1.111 -1.453
C 0.697 -3.040 -1.650
N 1.758 -2.311 -1.209
H 5.027 -2.644 -0.636
H 3.925 -1.628 0.305
H 4.290 -1.203 -1.359
H 4.163 -4.621 -1.472
H 2.263 -6.003 -2.218
H -2.395 -5.046 -2.879
C 2.963 7.006 3.640
C 3.069 5.584 3.147
C 2.227 4.590 3.632
C 2.348 3.278 3.198
C 3.310 2.954 2.253
C 4.177 3.930 1.772
C 4.048 5.234 2.218
S 3.446 1.247 1.769
O 2.802 0.493 2.808
O 4.852 1.012 1.528
N 2.576 1.033 0.435
C 2.932 1.546 -0.792
C 4.135 2.211 -1.123
C 4.307 2.689 -2.402
C 3.312 2.491 -3.356
C 2.197 1.780 -2.970
N 2.000 1.313 -1.738
H 2.142 7.114 4.348
H 2.800 7.698 2.813
H 3.887 7.304 4.141
H 1.467 4.836 4.367
H 1.722 2.492 3.602
H 4.968 3.666 1.084
H 4.729 5.994 1.849
H 4.917 2.275 -0.384
H 5.223 3.206 -2.667
H 3.410 2.859 -4.368
H 1.411 1.572 -3.688
C -0.984 -1.345 -5.472
C -1.404 0.114 -5.366
N -1.378 0.540 -3.975
C -2.031 1.596 -3.446
S -1.309 2.620 -2.329
N -3.294 1.821 -3.892
C -4.217 0.803 -4.389
C -5.512 0.791 -3.590
H -1.080 -1.697 -6.501
H -1.609 -1.967 -4.826
H 0.056 -1.473 -5.159
H -2.401 0.248 -5.773
H -0.728 0.741 -5.959
H -0.528 0.338 -3.477
H -3.712 2.611 -3.427
H -3.739 -0.169 -4.301
H -4.437 0.986 -5.445
H -5.317 0.474 -2.563
H -6.219 0.086 -4.037
H -5.973 1.783 -3.571
*
```



Entry from the Open Molecules 2025 dataset: the molecule C4H6N2 (the ωB97M-V functional and the def2-TZVPD basis).

ΔE to the lowest compared entry with this formula, charge and spin: 0.6447 eV
structure (SMILES): Cc1ccn[nH]1
frontier orbital gap: 10.111 eV
lowest unoccupied orbital energy: 0.0364 Eh

ORCA input file:
```
! RIJCOSX wB97M-V def2-TZVPD def2/J DEFGRID3
* xyz 0 1
C -1.745 -0.234 -0.043
C -0.256 0.015 0.018
C 0.778 -0.892 -0.011
C 1.959 -0.117 0.095
N 1.693 1.169 0.189
N 0.345 1.250 0.163
H -2.326 0.585 0.393
H -2.092 -0.387 -1.073
H -2.006 -1.145 0.513
H 0.703 -1.968 -0.089
H 2.995 -0.426 0.047
H -0.014 2.113 -0.214
*
```



Entry from the Open Molecules 2025 dataset: C20H23BF2N6O6V as an isolated structure in a non-equilibrium geometry (the ωB97M-V functional and the def2-TZVPD basis).

ΔE to the lowest compared entry with this formula, charge and spin: 0.4709 eV
frontier orbital gap (spin up / spin down): 4.349 / 4.408 eV
lowest unoccupied orbital energy (spin up / spin down): 0.1805 / 0.1805 Eh

ORCA input file:
```
! RIJCOSX wB97M-V def2-TZVPD def2/J DEFGRID3
* xyz -2 2
V -0.667 -0.738 -0.445
O 1.922 3.846 1.083
C 2.302 3.412 2.279
C 3.252 4.153 2.992
C 3.644 3.764 4.259
C 3.099 2.622 4.838
C 2.176 1.868 4.116
C 1.770 2.230 2.842
C 0.794 1.344 2.102
O 0.486 0.217 2.621
N 0.347 1.874 1.005
N -0.557 1.133 0.240
C -1.508 1.950 -0.316
C -2.555 1.353 -0.969
C -3.667 2.045 -1.559
C -4.667 1.352 -2.146
C -4.609 -0.089 -2.180
C -3.532 -0.705 -1.620
N -2.510 -0.054 -1.003
H 1.220 3.142 0.773
H 3.670 5.038 2.523
H 4.383 4.350 4.794
H 3.398 2.314 5.832
H 1.750 0.961 4.524
H -1.458 3.020 -0.163
H -3.683 3.130 -1.516
H -5.507 1.877 -2.587
H -5.376 -0.677 -2.666
H -3.439 -1.787 -1.656
N -1.500 -1.465 1.468
C -1.116 -2.845 1.819
C -1.892 -3.852 0.986
C -1.715 -3.787 -0.537
O -2.104 -4.776 -1.171
O -1.211 -2.723 -1.041
H -0.991 -0.802 2.061
H -2.492 -1.325 1.585
H -1.277 -3.050 2.880
H -0.049 -2.950 1.624
H -2.968 -3.746 1.172
H -1.621 -4.864 1.284
C 3.552 -0.814 -1.131
C 2.059 -0.781 -1.265
N 1.221 -1.043 -0.210
O 1.944 -1.459 0.933
C 1.379 -0.499 -2.424
C 1.991 -0.344 -3.776
N 0.027 -0.445 -2.202
O -0.767 -0.554 -3.393
H 3.829 -0.659 -0.090
H 4.015 -0.029 -1.733
H 3.973 -1.777 -1.445
H 1.561 -0.920 1.653
H 3.075 -0.270 -3.693
H 1.616 0.552 -4.280
H 1.768 -1.200 -4.420
F -0.106 -2.836 -3.740
B -0.880 -1.774 -3.969
F -1.800 -1.911 -4.945
*
```



Entry from the Open Molecules 2025 dataset: C31H69Cs2N7O24S4 as an isolated structure in a non-equilibrium geometry (the ωB97M-V functional and the def2-TZVPD basis).

frontier orbital gap: 8.617 eV
lowest unoccupied orbital energy: -0.0143 Eh

ORCA input file:
```
! RIJCOSX wB97M-V def2-TZVPD def2/J DEFGRID3
* xyz 0 1
Cs 1.347 2.335 2.173
Cs 1.730 -2.960 -1.091
S -0.065 -0.375 0.391
O -0.802 0.653 1.063
O 1.335 -0.261 0.789
O -0.562 -1.649 0.733
O -0.142 -0.253 -1.046
C 0.125 2.732 -3.210
C 0.305 1.655 -4.267
O 0.518 1.987 -5.425
N 0.131 0.405 -3.846
C 0.203 -0.838 -4.620
H -0.784 3.317 -3.352
H 0.940 3.447 -3.094
H 0.085 2.372 -2.182
H -0.081 0.280 -2.867
H 0.134 -0.705 -5.700
H -0.585 -1.505 -4.269
H 1.152 -1.330 -4.409
C 5.115 3.139 1.753
C 5.095 2.153 2.892
O 4.164 2.128 3.693
N 6.153 1.318 2.923
C 6.163 0.267 3.879
H 5.051 4.178 2.076
H 4.238 2.900 1.152
H 6.029 3.027 1.169
H 6.967 1.504 2.353
H 5.222 -0.265 3.741
H 6.251 0.613 4.909
H 6.963 -0.403 3.565
C 1.966 -8.066 0.190
C 2.311 -6.724 0.872
O 2.307 -5.659 0.248
N 2.730 -6.853 2.140
C 3.154 -5.704 2.956
H 0.900 -8.278 0.107
H 2.386 -8.917 0.726
H 2.428 -8.090 -0.797
H 2.883 -7.796 2.467
H 2.242 -5.215 3.299
H 3.721 -4.988 2.360
H 3.724 -6.016 3.831
C 0.200 6.126 -0.979
C 1.480 5.312 -1.160
O 1.566 4.185 -0.685
N 2.516 5.965 -1.715
C 3.873 5.438 -1.741
H -0.084 6.260 0.065
H -0.563 5.670 -1.610
H 0.276 7.087 -1.489
H 2.244 6.783 -2.242
H 3.997 4.837 -2.642
H 4.089 4.821 -0.869
H 4.566 6.279 -1.758
C -2.155 -6.231 -0.954
C -1.657 -4.780 -0.811
O -1.286 -4.149 -1.802
N -1.542 -4.224 0.371
C -1.564 -4.803 1.722
H -1.415 -6.900 -0.514
H -2.139 -6.512 -2.007
H -3.116 -6.503 -0.516
H -1.213 -3.270 0.406
H -2.540 -5.159 2.050
H -1.200 -3.989 2.348
H -0.837 -5.603 1.864
C -2.273 1.704 3.943
C -3.149 0.455 3.747
O -4.163 0.334 4.418
N -2.782 -0.436 2.811
C -3.508 -1.672 2.547
H -1.892 2.190 3.045
H -1.534 1.515 4.722
H -2.987 2.457 4.280
H -2.160 -0.141 2.073
H -3.892 -2.035 3.500
H -2.870 -2.396 2.039
H -4.331 -1.637 1.834
C 3.157 1.339 -1.700
C 4.231 0.440 -1.095
O 5.310 0.404 -1.649
N 3.929 -0.270 -0.028
C 4.881 -1.032 0.777
H 2.169 1.309 -1.242
H 2.957 1.072 -2.738
H 3.475 2.381 -1.667
H 2.971 -0.225 0.288
H 5.811 -0.475 0.888
H 5.155 -1.951 0.258
H 4.425 -1.329 1.721
C -3.801 2.617 0.415
C -2.436 2.893 -0.380
O -1.628 3.625 0.452
S -2.634 4.716 1.201
O -2.972 5.768 0.218
O -2.180 5.134 2.540
O -3.935 3.686 1.351
H -3.733 1.681 0.969
H -4.698 2.602 -0.204
H -2.577 3.389 -1.340
H -1.853 2.022 -0.680
C 0.431 -1.571 3.958
C 1.886 -1.868 3.862
O 2.167 -2.928 4.762
S 0.996 -3.114 5.880
O 1.407 -2.889 7.285
O 0.234 -4.342 5.572
O 0.207 -1.831 5.294
H -0.115 -2.297 3.356
H 0.130 -0.560 3.686
H 2.391 -0.941 4.134
H 2.272 -2.083 2.866
C -3.027 -1.235 -2.188
C -3.440 -1.356 -0.741
O -4.843 -1.064 -0.669
S -5.486 -0.425 -2.050
O -5.486 1.004 -1.929
O -6.684 -1.208 -2.390
O -4.177 -0.938 -2.953
H -2.736 -2.201 -2.599
H -2.409 -0.364 -2.409
H -2.927 -0.571 -0.186
H -3.211 -2.275 -0.201
C -4.565 3.629 -5.725
C -4.734 2.257 -5.078
C -3.526 2.232 -4.228
O -3.303 3.555 -3.757
C -4.061 4.450 -4.479
H -5.478 3.965 -6.216
H -3.829 3.482 -6.515
H -4.852 1.444 -5.794
H -5.682 2.319 -4.543
H -2.680 1.943 -4.852
H -3.588 1.484 -3.438
H -3.450 5.312 -4.744
H -4.960 4.653 -3.896
*
```



Entry from the Open Molecules 2025 dataset: C46H48CaN3OP as an isolated structure in a non-equilibrium geometry (the ωB97M-V functional and the def2-TZVPD basis).

ΔE to the lowest compared entry with this formula, charge and spin: 0.0000 eV
frontier orbital gap: 2.935 eV
lowest unoccupied orbital energy: 0.1543 Eh

ORCA input file:
```
! RIJCOSX wB97M-V def2-TZVPD def2/J DEFGRID3
* xyz -2 1
Ca -0.284 -0.174 -1.841
N -2.768 -1.830 -1.252
N -0.705 -2.350 -3.348
C 2.231 1.151 -2.215
C 2.282 -0.172 -1.686
C 1.740 -0.135 -0.362
C 1.500 -1.321 0.499
H 1.163 -2.204 -0.076
H 0.728 -1.129 1.263
H 2.421 -1.612 1.031
C 1.367 1.221 -0.090
C 0.876 1.763 1.195
H 1.691 2.216 1.786
H 0.436 0.972 1.813
H 0.111 2.539 1.041
C 1.657 1.996 -1.237
C 1.505 3.468 -1.348
H 0.636 3.824 -0.781
H 1.384 3.781 -2.391
H 2.384 3.995 -0.948
C 2.788 -1.382 -2.380
H 3.832 -1.580 -2.092
H 2.772 -1.264 -3.474
H 2.213 -2.288 -2.129
C 2.785 1.620 -3.506
H 2.017 2.116 -4.122
H 3.220 0.794 -4.083
H 3.584 2.362 -3.346
C -2.780 -0.913 -0.024
H -3.712 -0.316 -0.023
C -2.745 -1.670 1.249
H -3.083 -1.173 2.150
C -2.164 -2.910 1.296
H -2.112 -3.464 2.229
C -1.640 -3.443 0.125
H -1.117 -4.390 0.068
C -1.768 -2.702 -1.113
C -0.665 -2.823 -2.037
H -0.083 -3.745 -1.929
C -1.246 -1.133 -3.712
C 0.036 -2.869 -4.430
H 0.468 -3.856 -4.384
C 0.025 -1.948 -5.391
H 0.460 -1.970 -6.373
N -0.682 -0.836 -4.911
C -0.742 0.466 -5.438
C 0.335 1.019 -6.162
C 0.230 2.365 -6.535
H 1.021 2.802 -7.148
C -0.857 3.148 -6.143
C -0.966 4.580 -6.570
H -0.794 5.258 -5.724
H -1.969 4.788 -6.964
H -0.228 4.802 -7.348
C -1.868 2.589 -5.354
H -2.714 3.205 -5.041
C -1.827 1.241 -4.980
C -2.925 0.652 -4.171
H -3.667 0.163 -4.816
H -3.440 1.434 -3.606
H -2.573 -0.171 -3.424
C 1.585 0.276 -6.505
H 1.434 -0.418 -7.340
H 2.020 -0.279 -5.666
H 2.348 0.992 -6.830
O -1.703 -0.046 -0.154
P -0.016 -0.777 3.799
C 1.382 0.188 4.511
C 1.276 0.798 5.768
C 2.396 1.395 6.348
C 3.612 1.427 5.661
C 3.712 0.868 4.383
C 2.605 0.248 3.808
C -1.482 0.251 4.226
C -2.071 0.265 5.501
C -3.228 1.012 5.736
C -3.773 1.797 4.720
C -3.171 1.827 3.461
C -2.059 1.031 3.194
C -0.107 -2.168 4.982
C -1.343 -2.754 5.322
C -1.398 -3.727 6.324
C -0.220 -4.175 6.938
C 1.022 -3.687 6.505
C 1.083 -2.713 5.508
H 0.322 0.791 6.294
H 2.313 1.833 7.343
H 4.484 1.895 6.118
H 4.654 0.904 3.833
H 2.683 -0.201 2.814
H -1.643 -0.324 6.313
H -3.696 0.972 6.716
H -4.667 2.386 4.907
H -3.568 2.460 2.667
H -1.654 0.977 2.177
H -2.265 -2.425 4.836
H -2.366 -4.128 6.636
H -0.269 -4.920 7.740
H 1.945 -4.064 6.952
H 2.053 -2.345 5.168
*
```



Number 1: E -305.201274 Eh, M 84.07 g mol⁻¹. Number 2: E -456.430542 Eh, M 62.01 g mol⁻¹. Number 3: E -1146.584139 Eh, M 270.23 g mol⁻¹. Number 4: E -8511.230231 Eh, M 1078.29 g mol⁻¹. Number 5: E -265.511879 Eh, M 82.11 g mol⁻¹. Number 6: E -2724.699361 Eh, M 543.19 g mol⁻¹. Number 7: E -5044.818948 Eh, M 1318.00 g mol⁻¹. Number 8: E -3039.996500 Eh, M 729.96 g mol⁻¹.